[1]
# CH11O5

5 unconnected molecules or ions with the total composition CH11O5 at a distorted geometry (wB97M-V/def2-TZVPD, the Open Molecules 2025 dataset).

CARTESIAN COORDINATES (ANGSTROEM)
C  -0.07982  0.52020  -0.66538
O  0.57878  -0.34372  0.15925
H  -0.70293  -0.10353  -1.41565
H  0.57896  1.27621  -1.14725
H  -0.80022  1.16253  -0.05238
H  1.16504  -1.79801  -2.44178
H  1.26351  -0.83372  -3.56781
O  0.90104  -1.74264  -3.39054
H  -3.33905  1.18662  1.35133
H  -4.55146  0.34501  1.53875
O  -4.14452  0.93141  0.93969
H  3.15502  0.30316  1.07305
H  2.07615  -0.06936  0.18712
O  3.09773  0.11009  0.19759
H  0.51185  -0.72874  3.00256
H  0.31249  -0.17683  1.61482
O  -0.02257  -0.03869  2.61664

Output
charge = -1
HOMO = -4.30 eV
multiplicity = 1
ΔE to the lowest compared entry with this formula, charge and spin = 28.0 kcal/mol
gap between HOMO and LUMO = 0.291 Ha

[2]
# C27H28Cl2HfN4O2

A molecular structure, C27H28Cl2HfN4O2 at a distorted geometry (wB97M-V/def2-TZVPD, the Open Molecules 2025 dataset).

CARTESIAN COORDINATES (ANGSTROEM)
Hf  0.68643  0.03261  0.25244
C  3.90101  0.31021  0.62010
N  2.94149  -0.23659  -0.38295
C  3.47385  -1.53521  -0.84832
C  2.87198  0.71359  -1.50931
C  3.60894  0.57880  -2.67562
C  3.44663  1.48091  -3.71286
C  2.52597  2.50725  -3.58793
C  1.81502  2.67164  -2.41235
C  2.01406  1.80804  -1.33535
N  1.34108  1.88319  -0.08741
C  0.48415  2.99213  0.12774
C  0.89146  4.30948  -0.08458
C  -0.01451  5.34723  0.02240
C  -1.33908  5.08281  0.34586
C  -1.73358  3.78782  0.62656
C  -0.82050  2.74467  0.54244
N  -1.15370  1.37604  1.00338
C  -2.36977  0.86648  0.30292
C  -1.48885  1.51978  2.45057
H  4.88530  0.43003  0.16400
H  4.00329  -0.37258  1.46369
H  3.56799  1.28558  0.96728
H  4.51967  -1.43838  -1.14033
H  2.90175  -1.89019  -1.70272
H  3.43270  -2.26792  -0.05234
H  4.31254  -0.23109  -2.80465
H  4.02910  1.37176  -4.61678
H  2.35043  3.18744  -4.41019
H  1.09385  3.46976  -2.33989
H  1.92279  4.50421  -0.34733
H  0.30854  6.36443  -0.15253
H  -2.05913  5.88691  0.40613
H  -2.76127  3.60871  0.91737
H  -3.23456  1.49588  0.51294
H  -2.60469  -0.14212  0.65069
H  -2.21654  0.86527  -0.77181
H  -2.24908  2.28712  2.58347
H  -0.61195  1.83586  3.01112
H  -1.89215  0.59397  2.85100
Cl  -0.68096  -1.56770  2.34817
C  0.44612  -1.03002  3.60540
Cl  1.54795  0.15359  2.85404
H  1.01670  -1.88275  3.95624
H  -0.09345  -0.54722  4.41323
O  -1.68452  -1.16041  -2.60602
C  -0.73673  -1.14582  -1.87987
O  -0.10140  -0.05011  -1.47811
C  -0.17491  -2.41960  -1.28774
C  -0.52237  -3.63944  -1.87040
C  -0.02482  -4.78983  -1.32200
C  0.79749  -4.71299  -0.17864
C  1.33123  -5.86817  0.44104
C  2.13172  -5.76206  1.54133
C  2.42915  -4.49107  2.07163
C  1.91774  -3.35708  1.50194
C  1.09457  -3.43439  0.35792
N  0.60524  -2.28719  -0.21447
H  -1.17059  -3.63858  -2.73472
H  -0.25863  -5.75738  -1.74806
H  1.08744  -6.83528  0.02017
H  2.54124  -6.64592  2.01012
H  3.08343  -4.41929  2.93117
H  2.17596  -2.38453  1.90683

Output
charge = +2
HOMO = -13.42 eV
multiplicity = 1
ΔE to the lowest compared entry with this formula, charge and spin = 0.0 kcal/mol
gap between HOMO and LUMO = 0.251 Ha

[3]
# C4H9BrO2

2 unconnected molecules or ions with the total composition C4H9BrO2 at a distorted geometry (wB97M-V/def2-TZVPD, the Open Molecules 2025 dataset).

CARTESIAN COORDINATES (ANGSTROEM)
C  -2.22126  0.34601  -0.39148
C  -1.66439  1.75675  0.13815
C  1.96633  -1.35480  0.53538
C  2.08817  -0.13147  -0.30457
O  0.74642  -2.04600  0.45141
O  1.38444  0.12420  -1.20744
Br  3.69000  0.81954  0.30983
H  -2.13392  0.10002  -1.38975
H  -3.25687  0.17376  -0.05134
H  -1.58977  -0.37110  0.13806
H  -2.51371  2.42699  0.15659
H  -1.26101  1.64372  1.07823
H  2.70843  -1.94812  0.08174
H  2.16401  -1.23114  1.63224
H  0.77679  -2.41170  -0.52664
H  -0.88365  2.10332  -0.65040

Output
HOMO = -10.62 eV
multiplicity = 1
SMILES = O=C(Br)CO.CC
ΔE to the lowest compared entry with this formula, charge and spin = 34.2 kcal/mol
gap between HOMO and LUMO = 0.406 Ha

[4]
# CH7ClN2P

2 unconnected molecules or ions with the total composition CH7ClN2P at a distorted geometry (wB97M-V/def2-TZVPD, the Open Molecules 2025 dataset).

CARTESIAN COORDINATES (ANGSTROEM)
C  -3.83000  -0.49524  -0.13030
N  1.67675  0.84268  1.17349
N  2.41115  0.14273  -1.10080
P  1.27140  -0.30648  -0.02786
Cl  1.56993  -2.10862  0.97957
H  -3.61414  -1.29791  -0.89067
H  -4.43387  -0.82759  0.74441
H  -3.87073  0.59594  -0.41368
H  1.24402  1.01549  2.02795
H  1.99224  1.83470  0.77986
H  2.38701  -0.14158  -2.06212
H  3.19624  0.74589  -1.07985

Output
charge = +1
HOMO (spin up / spin down) = -11.67 / -11.55 eV
multiplicity = 1
ΔE to the lowest compared entry with this formula, charge and spin = 112.0 kcal/mol
gap between HOMO and LUMO (spin up / spin down) = 0.114 / 0.100 Ha

[5]
# C3H4OS3

A single C3H4OS3 molecule at a distorted geometry (wB97M-V/def2-TZVPD, the Open Molecules 2025 dataset).

CARTESIAN COORDINATES (ANGSTROEM)
C  1.26732  -0.46406  0.33982
C  0.24892  -0.60854  -0.86013
C  -2.11632  0.11775  0.12604
H  3.43045  0.60935  0.78510
H  0.07878  0.39649  -1.36292
H  0.73087  -1.14666  -1.61133
H  -3.20650  -0.04713  0.32359
O  1.09442  -1.04729  1.43215
S  2.52073  0.63131  -0.34818
S  -1.33204  -1.33163  -0.30124
S  -1.57546  1.59378  0.19780

Output
HOMO = -8.89 eV
multiplicity = 1
SMILES = O=C(S)CSC=S
ΔE to the lowest compared entry with this formula, charge and spin = 21.9 kcal/mol
gap between HOMO and LUMO = 0.323 Ha

[6]
# C4H4O4

A single C4H4O4 molecule at a distorted geometry (wB97M-V/def2-TZVPD, the Open Molecules 2025 dataset).

CARTESIAN COORDINATES (ANGSTROEM)
C  -1.03405  -0.19211  -0.13196
C  -0.75956  -1.51453  0.02409
C  1.16242  -0.51032  -0.06377
C  0.20067  0.51682  -0.14904
H  -2.56373  1.07474  -0.23988
H  -1.39640  -2.37761  -0.11790
H  2.69597  0.60825  0.24847
H  0.06949  2.45549  0.24046
O  -2.28333  0.20291  0.15469
O  0.64913  -1.70997  -0.00345
O  2.51500  -0.34816  0.07217
O  0.74441  1.79450  -0.03389

Output
HOMO = -7.67 eV
multiplicity = 1
SMILES = Oc1coc(O)c1O
ΔE to the lowest compared entry with this formula, charge and spin = 64.4 kcal/mol
gap between HOMO and LUMO = 0.287 Ha